1.
14
Properties=species:S:1:pos:R:3 method="wB97M-V/def2-TZVPD" e_above_lowest_kcal_mol=112.3
C 0.84532 0.56481 -0.22597
C 0.93355 -0.80314 0.33070
O -0.26785 -1.40979 0.71460
C -1.39483 -0.85144 0.06059
O -1.58638 0.48953 0.38247
C -0.47298 1.34686 0.05766
H 2.10638 0.50091 -0.08551
H 0.95736 0.60112 -1.30340
H 1.93214 -0.98966 -0.55765
H 1.60331 -0.99800 1.15916
H -2.26055 -1.40218 0.43884
H -1.27517 -1.00204 -1.02344
H -0.37226 2.02961 0.89311
H -0.74802 1.92340 -0.84115

---

2.
12
Properties=species:S:1:pos:R:3 method="wB97M-V/def2-TZVPD" e_above_lowest_kcal_mol=9.9 smiles=Nc1ncccn1
N 2.24518 -0.25275 -0.41452
C 0.93257 -0.10916 -0.07340
N 0.21595 -1.20241 0.20184
C -1.09206 -1.01188 0.32594
C -1.71809 0.17084 -0.06469
C -0.85136 1.25965 -0.08938
N 0.46951 1.14610 0.00127
H 2.82895 0.52219 -0.14171
H 2.63303 -1.17961 -0.34291
H -1.59862 -1.76349 0.92430
H -2.78636 0.26159 -0.23805
H -1.23318 2.27963 -0.12501

---

3.
4
Properties=species:S:1:pos:R:3 method="wB97M-V/def2-TZVPD" e_above_lowest_kcal_mol=27.1 total_charge=+1
Cs 4.35380 1.86639 20.73998
O 2.12949 2.13475 20.12512
H 1.21307 1.96049 19.91050
H 2.54464 2.30980 19.28058

---

no.,M (u),frontier orbital gap (eV),HOMO level (eV)
1,88.1,10.1,-9.26
2,95.1,9.8,-8.85
3,150.9,13.5,-17.52